(1)
{"formula": "C42H54N3O10P2PtS", "method": "ωB97M-V with the def2-TZVPD basis set", "lumo_energy_ev": -2.542, "spin_multiplicity": 1, "relative_energy_kj_mol": 0.00, "charge": 1, "elements": ["Pt", "O", "S", "O", "N", "C", "C", "C", "C", "C", "C", "C", "C", "N", "C", "C", "C", "C", "C", "C", "C", "H", "H", "H", "H", "H", "H", "H", "H", "H", "H", "H", "C", "C", "C", "O", "P", "O", "C", "P", "O", "O", "C", "C", "C", "O", "C", "C", "C", "O", "C", "C", "C", "H", "H", "H", "H", "H", "H", "H", "H", "H", "H", "H", "H", "H", "H", "H", "H", "H", "H", "H", "H", "H", "H", "H", "H", "H", "H", "H", "H", "H", "H", "C", "O", "C", "C", "C", "C", "C", "C", "N", "C", "C", "C", "C", "C", "C", "C", "O", "H", "H", "H", "H", "H", "H", "H", "H", "H", "H", "H", "H", "H"], "positions_angstrom": [[0.5633, -0.2967, 0.0662], [4.1124, -2.7696, 0.6938], [3.3900, -1.5958, 1.0871], [2.5857, -1.6850, 2.2666], [2.4501, -1.0537, -0.1356], [2.8336, -1.2362, -1.4861], [4.0054, -1.7807, -1.9720], [4.3056, -1.7798, -3.3494], [3.4323, -1.2845, -4.2682], [2.1738, -0.8400, -3.8203], [1.1486, -0.4486, -4.7039], [-0.0783, -0.1245, -4.2086], [-0.2864, -0.1579, -2.8219], [0.6656, -0.4573, -1.9658], [1.8937, -0.8208, -2.4399], [4.5513, -0.2805, 1.3631], [5.4595, 0.1129, 0.3838], [6.3655, 1.1211, 0.6658], [6.3728, 1.7322, 1.9143], [5.4773, 1.3248, 2.8917], [4.5672, 0.3124, 2.6197], [4.6944, -2.2475, -1.2895], [5.2549, -2.1876, -3.6709], [3.6642, -1.2528, -5.3258], [1.3482, -0.4439, -5.7697], [-0.8986, 0.1462, -4.8590], [-1.2407, 0.0653, -2.3978], [5.4741, -0.3635, -0.5840], [7.0788, 1.4256, -0.0899], [7.0867, 2.5177, 2.1284], [5.4881, 1.7891, 3.8698], [3.8670, -0.0264, 3.3717], [-3.1568, 5.2602, 3.8908], [-1.7348, 4.7335, 3.8689], [-0.8418, 5.5477, 2.9487], [-1.6534, 3.3150, 3.5438], [-2.3808, 2.4265, 2.4649], [-1.9293, 1.0361, 2.5742], [-2.1305, 3.2482, 0.8654], [-2.1127, 2.1773, -0.5922], [-1.5038, 0.8203, -0.5221], [-3.6437, 2.2243, -0.9403], [-4.3626, 1.4638, -1.9751], [-3.6852, 1.5310, -3.3307], [-4.5842, 0.0352, -1.5152], [-1.2968, 2.9274, -1.7128], [-1.3160, 4.3052, -2.2040], [-0.2046, 5.0869, -1.5252], [-2.6598, 5.0006, -2.0757], [-3.9446, 2.6480, 2.6255], [-4.7788, 1.6069, 3.2359], [-5.2740, 0.6746, 2.1522], [-5.8936, 2.3056, 3.9787], [-3.1436, 6.3146, 4.1686], [-3.7682, 4.7166, 4.6105], [-3.6250, 5.1619, 2.9103], [-1.3221, 4.7686, 4.8744], [-1.3312, 5.7514, 1.9917], [0.0983, 5.0230, 2.7686], [-0.6165, 6.5059, 3.4189], [-1.1676, 3.7620, 0.8760], [-2.9512, 3.9556, 0.7578], [-5.3182, 1.9784, -2.0316], [-2.7219, 1.0281, -3.3081], [-3.5281, 2.5581, -3.6595], [-4.3197, 1.0321, -4.0637], [-3.6308, -0.4510, -1.2990], [-5.0959, -0.5190, -2.3038], [-5.2011, 0.0076, -0.6172], [-1.0734, 4.1969, -3.2593], [-0.5057, 5.4215, -0.5286], [0.0418, 5.9675, -2.1202], [0.6910, 4.4696, -1.4367], [-2.9634, 5.0929, -1.0326], [-3.4485, 4.4748, -2.6128], [-2.5714, 6.0025, -2.4973], [-4.1561, 1.0378, 3.9226], [-5.8371, 1.2394, 1.4041], [-5.9252, -0.0872, 2.5839], [-4.4268, 0.1795, 1.6739], [-6.4498, 2.9503, 3.2937], [-5.5036, 2.9231, 4.7892], [-6.5773, 1.5657, 4.3973], [-2.0168, 0.6149, 5.9314], [-1.1132, -0.2730, 5.2936], [-1.6022, -1.1855, 4.4273], [-2.9544, -1.4187, 4.2068], [-3.3638, -2.3957, 3.3081], [-2.4263, -3.1505, 2.6178], [-1.0807, -2.9537, 2.8771], [-0.6681, -1.9861, 3.7754], [0.6986, -1.9607, 4.1647], [1.4348, -0.9561, 4.5621], [1.3589, 0.3819, 4.1300], [1.9372, 1.3995, 4.9290], [2.1886, 2.6403, 4.4324], [1.9294, 2.8820, 3.0623], [1.3733, 1.9232, 2.2665], [1.0126, 0.6420, 2.7738], [0.4965, -0.3067, 2.0616], [-1.4120, 1.2264, 6.5939], [-2.7617, 0.0785, 6.5225], [-2.5070, 1.2515, 5.1973], [-3.6983, -0.8533, 4.7489], [-4.4226, -2.5622, 3.1532], [-2.7378, -3.8946, 1.8958], [-0.3265, -3.5459, 2.3683], [1.1501, -2.8645, 4.1717], [2.2598, -1.2326, 5.2158], [2.1711, 1.1678, 5.9640], [2.6114, 3.4161, 5.0553], [2.2054, 3.8395, 2.6339], [1.1781, 2.1093, 1.2178]]}



(2)
{"formula": "C26H55N2O5P4S3Sn", "method": "ωB97M-V with the def2-TZVPD basis set", "lumo_energy_ev": [0.545, -0.120], "spin_multiplicity": 2, "relative_energy_kj_mol": 0.00, "s_squared": 0.757, "elements": ["Sn", "C", "C", "N", "C", "C", "S", "C", "C", "N", "H", "H", "H", "H", "H", "H", "H", "H", "H", "H", "H", "H", "H", "H", "C", "P", "C", "C", "C", "C", "C", "C", "C", "P", "C", "C", "H", "H", "H", "H", "H", "H", "H", "H", "H", "H", "H", "H", "H", "H", "H", "H", "C", "C", "O", "P", "S", "S", "O", "C", "C", "H", "H", "H", "H", "H", "H", "H", "H", "H", "H", "C", "C", "O", "P", "O", "C", "C", "O", "C", "C", "H", "H", "H", "H", "H", "H", "H", "H", "H", "H", "H", "H", "H", "H", "H"], "positions_angstrom": [[10.1837, 10.3004, 12.6739], [7.5262, 7.5902, 15.0864], [7.1291, 9.0506, 15.2873], [7.2922, 9.9051, 14.1118], [6.2479, 9.8113, 13.1076], [6.2049, 8.5394, 12.2018], [7.7734, 7.8991, 11.5367], [7.9495, 6.3279, 12.3933], [8.9735, 6.2878, 13.5416], [8.7996, 7.4357, 14.4027], [7.4730, 7.0838, 16.0471], [6.7469, 7.1129, 14.4946], [6.0939, 9.0798, 15.6766], [7.8156, 9.4285, 16.0382], [7.3337, 10.8924, 14.4138], [5.2049, 9.8475, 13.5095], [6.3570, 10.6699, 12.4384], [5.7312, 7.7126, 12.7309], [5.5929, 8.7816, 11.3605], [6.9409, 6.0408, 12.7054], [8.2558, 5.5613, 11.6762], [8.8539, 5.3045, 14.0266], [9.9711, 6.3316, 13.1175], [9.5897, 7.6159, 15.0100], [12.1836, 9.4284, 17.3416], [11.2521, 10.8127, 16.5367], [10.7724, 11.6041, 18.1489], [12.6261, 11.9456, 15.9890], [13.8723, 12.0006, 16.6189], [14.9155, 12.7668, 16.0950], [14.7561, 13.5052, 14.9379], [13.5115, 13.4846, 14.3441], [12.4213, 12.7646, 14.8664], [10.8159, 12.7357, 13.9955], [9.6593, 13.4723, 15.2173], [10.8277, 14.0651, 12.7235], [12.9236, 9.0268, 16.6326], [11.4777, 8.6636, 17.6407], [12.6522, 9.7518, 18.2693], [11.6336, 12.0266, 18.6739], [10.3444, 10.8015, 18.7589], [10.0161, 12.3490, 18.0232], [14.0745, 11.3855, 17.4735], [15.8646, 12.7530, 16.6202], [15.5621, 14.0332, 14.4888], [13.3811, 14.0316, 13.4353], [10.1001, 14.3397, 15.6986], [9.3777, 12.6885, 15.9073], [8.7853, 13.7133, 14.6209], [11.0032, 15.0476, 13.1440], [9.8023, 13.9433, 12.2688], [11.5910, 13.8709, 11.9898], [12.6518, 12.2851, 6.3009], [12.6238, 11.8750, 7.7398], [11.4238, 12.3334, 8.3178], [10.6454, 11.5896, 9.5833], [8.6493, 11.5133, 11.1958], [12.0904, 11.0985, 10.9846], [10.3540, 10.1422, 8.9572], [9.3040, 10.0201, 7.9869], [9.8119, 9.3757, 6.7176], [13.6403, 12.0696, 5.8776], [12.5332, 13.3495, 6.2679], [11.9174, 11.7696, 5.7235], [13.4605, 12.2395, 8.2988], [12.6577, 10.7881, 7.8441], [8.9283, 11.0251, 7.7793], [8.4739, 9.4821, 8.4925], [10.6368, 9.9782, 6.3462], [9.0352, 9.3068, 5.9483], [10.1635, 8.3459, 6.8963], [14.1952, 6.2274, 16.5985], [13.3558, 5.9919, 15.3331], [13.7393, 6.8450, 14.2725], [12.6689, 8.0253, 13.7833], [13.3462, 9.4223, 14.1612], [14.6430, 9.8584, 13.6772], [15.7762, 9.5088, 14.6531], [13.1135, 8.0439, 12.2102], [12.5987, 7.0178, 11.3588], [13.7678, 6.1683, 10.9431], [13.8833, 5.5047, 17.3752], [14.0001, 7.2001, 17.0228], [15.2665, 6.1265, 16.4352], [12.3026, 6.0897, 15.6221], [13.4703, 4.9442, 14.9932], [14.5408, 10.9137, 13.5400], [14.8389, 9.3745, 12.7337], [15.6232, 9.9843, 15.6168], [16.6855, 9.9247, 14.2322], [15.8787, 8.4254, 14.7734], [12.1676, 7.5470, 10.5228], [11.8575, 6.4032, 11.8543], [14.5307, 6.8274, 10.5680], [13.4821, 5.4825, 10.1438], [14.2146, 5.6382, 11.7963]]}



(3)
{"formula": "C24H42ClN7O7Pb", "method": "ωB97M-V with the def2-TZVPD basis set", "lumo_energy_ev": 0.380, "spin_multiplicity": 1, "relative_energy_kj_mol": 126.83, "elements": ["Pb", "C", "C", "N", "C", "C", "N", "C", "C", "C", "N", "C", "C", "N", "C", "H", "H", "H", "H", "H", "H", "H", "H", "H", "H", "H", "H", "H", "H", "H", "H", "H", "H", "H", "H", "H", "H", "H", "H", "C", "C", "N", "C", "C", "N", "C", "O", "O", "C", "O", "O", "H", "H", "H", "H", "H", "O", "C", "C", "C", "C", "C", "C", "N", "H", "H", "H", "H", "H", "H", "H", "H", "H", "H", "H", "Cl", "C", "C", "O", "O", "H", "H"], "positions_angstrom": [[-0.1416, -0.2190, -0.0700], [-2.8828, 1.9909, 1.4579], [-3.5304, 0.8047, 0.7352], [-2.6844, -0.3937, 0.5893], [-2.8185, -1.4177, 1.6280], [-1.8936, -1.1875, 2.8195], [-0.4933, -1.1100, 2.4193], [0.3420, -0.6905, 3.5467], [1.8459, -0.9032, 3.3829], [2.5665, -0.1768, 2.2236], [1.7878, 0.8675, 1.5670], [1.5650, 2.1189, 2.2837], [0.1158, 2.6261, 2.1228], [-0.4624, 2.2726, 0.8285], [-1.8371, 2.7554, 0.6317], [-2.4491, 1.6554, 2.4013], [-3.6854, 2.6891, 1.7033], [-3.8119, 1.1371, -0.2668], [-4.4558, 0.5333, 1.2618], [-2.9169, -0.8192, -0.2980], [-2.5579, -2.3817, 1.1806], [-3.8512, -1.4795, 1.9934], [-2.0611, -1.9889, 3.5532], [-2.1621, -0.2478, 3.3086], [-0.1637, -2.0118, 2.0659], [0.0500, -1.2449, 4.4510], [0.1323, 0.3631, 3.7419], [2.0296, -1.9738, 3.2666], [2.2944, -0.6029, 4.3320], [2.7913, -0.9116, 1.4521], [3.5274, 0.2051, 2.5969], [2.2283, 1.0733, 0.6785], [2.2552, 2.8970, 1.9356], [1.7653, 1.9782, 3.3478], [0.0991, 3.7133, 2.2870], [-0.5126, 2.1776, 2.8930], [0.1149, 2.6496, 0.0794], [-2.0580, 2.6310, -0.4285], [-1.9021, 3.8243, 0.8782], [-1.3704, -4.1852, -1.3539], [-1.6725, -2.9800, -2.1693], [-1.5251, -1.7207, -1.8140], [-1.9789, -0.9363, -2.8489], [-2.4082, -1.7419, -3.8644], [-2.2210, -3.0393, -3.4070], [-2.9507, -1.4384, -5.2050], [-3.9890, -2.2330, -5.5867], [-2.5234, -0.6063, -5.9430], [-2.1046, 0.5712, -2.6495], [-3.1120, 1.1084, -3.1024], [-1.1650, 1.1104, -1.9762], [-0.6241, -3.9424, -0.6000], [-0.9901, -4.9909, -1.9818], [-2.2757, -4.5379, -0.8532], [-2.3333, -3.8771, -3.9534], [-4.3489, -2.7256, -4.8415], [2.1860, 0.9149, -1.3488], [2.5484, 1.0058, -2.5182], [1.6487, 0.8592, -3.7006], [1.1564, 2.3114, -3.9645], [2.2299, 3.4160, -4.0223], [2.8929, 3.7774, -2.6749], [4.0543, 2.8350, -2.2863], [3.8034, 1.4912, -2.8222], [0.7938, 0.2282, -3.4732], [2.1852, 0.4619, -4.5632], [0.4328, 2.5527, -3.1856], [0.6172, 2.3050, -4.9132], [1.7352, 4.3139, -4.3965], [3.0001, 3.1653, -4.7611], [2.1256, 3.7414, -1.8966], [3.2652, 4.8027, -2.7149], [4.1525, 2.7688, -1.2037], [5.0016, 3.1857, -2.6923], [4.0027, 1.4457, -3.8093], [2.0138, -2.7482, -2.6725], [2.8010, -2.6637, -1.0726], [1.8473, -3.2818, -0.0281], [2.0391, -4.4483, 0.2974], [0.9070, -2.5195, 0.3869], [2.9877, -1.6127, -0.8658], [3.7239, -3.2299, -1.1326]]}



(4)
{"formula": "C8H10N2O3", "method": "ωB97M-V with the def2-TZVPD basis set", "lumo_energy_ev": 0.098, "spin_multiplicity": 1, "relative_energy_kj_mol": 468.69, "elements": ["C", "C", "C", "C", "C", "C", "C", "C", "N", "N", "O", "O", "O", "H", "H", "H", "H", "H", "H", "H", "H", "H", "H"], "positions_angstrom": [[1.6904, 2.2847, -1.8191], [0.6030, 2.4188, -0.9768], [2.2720, 1.0385, -1.9924], [0.0846, 1.3221, -0.3042], [1.7578, -0.0648, -1.3421], [0.6569, 0.0738, -0.5003], [-2.1957, -0.6716, 0.3442], [-0.8848, -1.2070, 0.8409], [-0.5731, -0.5424, 2.5310], [-0.9514, -2.6480, 1.2682], [-2.0302, -3.1810, 1.3093], [0.0987, -3.1544, 1.5702], [0.2423, -1.0992, 0.0975], [2.0859, 3.1473, -2.3338], [0.1438, 3.3854, -0.8328], [3.1282, 0.9248, -2.6380], [-0.7509, 1.4577, 0.3629], [2.1901, -1.0449, -1.4640], [-2.0860, -0.3120, -0.6780], [-2.9251, -1.4814, 0.3622], [-2.5685, 0.1241, 0.9817], [-0.1649, 0.3696, 2.3418], [0.1769, -1.1402, 2.8714]]}



(5)
{"formula": "C4H17NO6V", "method": "ωB97M-V with the def2-TZVPD basis set", "lumo_energy_ev": [2.524, 1.879], "spin_multiplicity": 5, "s_squared": 6.017, "charge": -1, "elements": ["V", "O", "H", "O", "H", "O", "H", "O", "H", "C", "C", "C", "O", "C", "N", "H", "H", "H", "H", "H", "H", "H", "H", "H", "H", "H", "O", "H", "H"], "positions_angstrom": [[-7.8316, 15.8319, 0.1994], [-7.0383, 17.3741, -1.1678], [-6.2537, 17.6893, -0.6783], [-9.6075, 16.8003, 0.8115], [-9.8141, 16.8123, 1.7663], [-9.0797, 14.9022, -1.3242], [-9.3856, 14.0106, -1.0672], [-6.3244, 14.6068, -0.8231], [-5.5004, 14.1842, -0.5116], [-4.4809, 17.4130, 1.6254], [-5.5042, 17.0280, 2.6633], [-5.2851, 17.8683, 3.9589], [-5.9690, 17.2220, 4.9924], [-6.0296, 17.9955, 6.2326], [-6.8597, 17.2151, 2.0015], [-3.4636, 17.3809, 2.0154], [-4.7205, 18.4394, 1.3476], [-4.5037, 16.8375, 0.7000], [-5.4347, 15.9829, 2.9651], [-5.6027, 18.8694, 3.6674], [-4.2474, 17.9588, 4.2798], [-5.0482, 18.3218, 6.5768], [-6.3993, 17.4575, 7.1056], [-6.6876, 18.8570, 6.1188], [-6.8976, 18.1490, 1.6188], [-7.5443, 17.1502, 2.7413], [-7.7607, 14.3274, 1.6493], [-7.5750, 13.3900, 1.5933], [-7.8285, 14.5030, 2.5878]]}



(6)
{"formula": "C19H9Br4Cl2IrO4", "method": "ωB97M-V with the def2-TZVPD basis set", "lumo_energy_ev": [-5.194, -5.809], "spin_multiplicity": 2, "s_squared": 0.810, "charge": 1, "elements": ["Ir", "C", "C", "C", "C", "C", "C", "H", "H", "H", "H", "H", "H", "Br", "C", "C", "Br", "C", "Br", "C", "O", "C", "O", "C", "Br", "Cl", "C", "C", "C", "Cl", "C", "O", "C", "C", "O", "C", "H", "H", "H"], "positions_angstrom": [[-0.3958, 0.5906, -0.0693], [-2.7424, 1.5016, 1.9415], [-2.6877, 0.8269, 0.7172], [-2.4247, 1.5510, -0.4746], [-2.2407, 2.9555, -0.4040], [-2.3122, 3.5960, 0.8072], [-2.5629, 2.8657, 1.9821], [-2.9475, 0.9515, 2.8493], [-2.9866, -0.2126, 0.6584], [-2.6063, 1.0840, -1.4352], [-2.0781, 3.5204, -1.3121], [-2.2001, 4.6706, 0.8546], [-2.6290, 3.3823, 2.9304], [2.4102, -0.3512, 6.2797], [2.0926, -0.3987, 4.4455], [2.8806, -1.2766, 3.6074], [4.1946, -2.3591, 4.3688], [2.6554, -1.3249, 2.2614], [3.5367, -2.5057, 1.1094], [1.6788, -0.4713, 1.6732], [1.4191, -0.4404, 0.4339], [0.9049, 0.4067, 2.5095], [0.0389, 1.1488, 1.9085], [1.1157, 0.4016, 3.8998], [0.0306, 1.5352, 4.9266], [1.5867, -3.1243, -6.1390], [1.0416, -2.4881, -4.6331], [0.6898, -3.3634, -3.5919], [0.2130, -2.8823, -2.4006], [-0.1532, -3.9487, -1.1000], [0.0054, -1.4970, -2.1929], [-0.6333, -1.1100, -1.1318], [0.4770, -0.6430, -3.2044], [0.5088, 0.7387, -2.9758], [0.2123, 1.3524, -1.9300], [0.9653, -1.1459, -4.4300], [0.8072, -4.4311, -3.7220], [0.8501, 1.3540, -3.8140], [1.2850, -0.4593, -5.2038]]}